{
  "formula": "C45H105N15O15",
  "method": "the ωB97M-V functional and the def2-TZVPD basis",
  "elements": ["C", "O", "N", "C", "C", "H", "H", "H", "H", "H", "H", "H", "C", "O", "N", "C", "C", "H", "H", "H", "H", "H", "H", "H", "C", "O", "N", "C", "C", "H", "H", "H", "H", "H", "H", "H", "C", "O", "N", "C", "C", "H", "H", "H", "H", "H", "H", "H", "C", "O", "N", "C", "C", "H", "H", "H", "H", "H", "H", "H", "C", "O", "N", "C", "C", "H", "H", "H", "H", "H", "H", "H", "C", "O", "N", "C", "C", "H", "H", "H", "H", "H", "H", "H", "C", "O", "N", "C", "C", "H", "H", "H", "H", "H", "H", "H", "C", "O", "N", "C", "C", "H", "H", "H", "H", "H", "H", "H", "C", "O", "N", "C", "C", "H", "H", "H", "H", "H", "H", "H", "C", "O", "N", "C", "C", "H", "H", "H", "H", "H", "H", "H", "C", "O", "N", "C", "C", "H", "H", "H", "H", "H", "H", "H", "C", "O", "N", "C", "C", "H", "H", "H", "H", "H", "H", "H", "C", "O", "N", "C", "C", "H", "H", "H", "H", "H", "H", "H", "C", "O", "N", "C", "C", "H", "H", "H", "H", "H", "H", "H"],
  "coordinates": [[-0.02692, -1.33103, -0.18122], [0.34043, -2.33149, 0.42718], [0.25072, -0.07014, 0.13424], [-0.19442, 0.99995, -0.83070], [0.80195, 0.24054, 1.40196], [-0.71554, -1.47866, -1.05052], [-0.34263, 0.65445, -1.80546], [0.66048, 1.70760, -0.83786], [-1.02332, 1.54223, -0.43637], [0.36432, 1.16774, 1.71922], [0.55303, -0.51792, 2.15129], [1.85231, 0.40121, 1.29249], [-1.65554, 6.29568, -1.16640], [-2.65645, 5.71795, -0.75837], [-0.86476, 5.84834, -2.18733], [0.41658, 6.47636, -2.40251], [-1.23440, 4.59053, -2.78576], [-1.28624, 7.23524, -0.69875], [0.75028, 6.34312, -3.40744], [1.22265, 6.00185, -1.78663], [0.41764, 7.47991, -2.04845], [-0.82925, 3.69093, -2.30264], [-2.28422, 4.46530, -2.73125], [-0.84704, 4.48758, -3.78010], [-4.20619, -0.17933, -4.02213], [-4.33515, -0.03020, -5.20469], [-4.25891, -1.30265, -3.35155], [-3.96320, -1.44379, -1.95533], [-4.54462, -2.58607, -4.01584], [-3.99072, 0.72813, -3.39581], [-3.15362, -2.18835, -1.88472], [-4.89206, -1.58891, -1.36187], [-3.59374, -0.48260, -1.53226], [-5.58468, -2.94175, -3.80587], [-4.59222, -2.31426, -5.08207], [-3.86128, -3.37070, -3.77159], [3.21620, -6.71204, 0.77396], [3.00265, -7.52106, 1.71209], [2.36953, -5.77431, 0.36601], [2.62265, -5.03082, -0.85236], [1.12464, -5.68130, 0.98999], [4.17615, -6.80767, 0.24020], [3.59074, -5.23073, -1.31887], [2.60644, -3.95179, -0.58047], [1.86285, -5.22375, -1.58792], [1.21959, -6.29173, 1.88564], [0.85630, -4.64286, 1.12997], [0.32127, -6.15140, 0.41279], [-5.41570, 0.92216, -0.05759], [-6.17132, 1.16221, -0.98427], [-4.22506, 1.50129, 0.13089], [-3.26943, 1.17279, 1.17029], [-3.82103, 2.49558, -0.79359], [-5.73491, 0.18662, 0.68066], [-3.82934, 0.69373, 1.99747], [-2.86169, 2.09564, 1.60469], [-2.47161, 0.46369, 0.89949], [-4.61920, 2.74342, -1.47881], [-3.32598, 3.34115, -0.38319], [-3.04774, 2.04506, -1.37233], [2.95402, 4.14310, 0.28043], [1.92589, 4.00061, -0.38685], [3.33375, 5.28060, 0.95932], [4.55127, 5.26501, 1.76613], [2.47860, 6.38221, 1.00935], [3.72137, 3.36087, 0.30234], [5.32643, 4.56104, 1.42349], [4.20720, 5.07045, 2.80631], [4.94021, 6.28642, 1.80815], [2.02858, 6.45345, 1.97574], [3.03047, 7.32428, 0.89620], [1.67250, 6.38825, 0.28558], [2.83542, 1.13400, 4.21875], [2.95224, 0.03224, 3.71107], [3.72574, 1.92142, 4.85769], [3.27201, 3.07256, 5.54050], [5.14130, 1.58517, 4.85324], [1.90645, 1.68500, 4.10722], [2.87603, 2.94381, 6.53589], [2.43366, 3.33269, 4.94484], [3.90367, 3.95115, 5.61994], [5.67924, 2.33380, 4.26959], [5.48797, 1.58138, 5.89217], [5.18265, 0.60411, 4.49890], [-2.77443, -2.20718, 2.13597], [-3.27627, -1.36897, 2.88072], [-3.42614, -3.26572, 1.67913], [-2.78766, -4.12415, 0.73980], [-4.82960, -3.45176, 1.99211], [-1.74677, -2.18747, 1.77720], [-3.34361, -4.04412, -0.22461], [-2.55667, -5.14824, 1.06340], [-1.78733, -3.73525, 0.51577], [-4.98581, -4.45349, 2.37028], [-5.20203, -2.63923, 2.61459], [-5.27719, -3.40677, 0.97228], [1.09773, -5.39059, 4.81509], [0.26890, -5.88619, 5.58253], [1.17364, -4.06004, 4.48880], [0.21983, -3.15930, 5.00184], [2.28983, -3.49584, 3.71460], [1.95839, -5.98133, 4.43305], [-0.29041, -2.56662, 4.29045], [0.78561, -2.59033, 5.74831], [-0.60906, -3.65374, 5.46679], [2.75103, -4.31397, 3.15995], [1.87096, -2.75702, 2.97865], [3.08922, -2.97746, 4.33781], [-1.17835, -4.94957, -2.38343], [-1.56762, -3.81733, -2.51635], [-0.31994, -5.64691, -3.14536], [0.03844, -7.03534, -2.81286], [0.24866, -5.14074, -4.30483], [-1.51964, -5.67472, -1.62785], [-0.34076, -7.33628, -1.81535], [1.11398, -7.22290, -2.75135], [-0.29499, -7.67632, -3.62565], [1.32751, -5.03662, -4.14784], [-0.01600, -5.74386, -5.20237], [0.00402, -4.12666, -4.49808], [-0.65283, 0.69959, -4.74411], [-0.10624, -0.10265, -3.97251], [-1.10231, 0.37972, -5.94848], [-1.68965, 1.25484, -6.90209], [-1.20629, -1.07706, -6.21614], [-0.70940, 1.78103, -4.56950], [-1.72032, 2.29996, -6.53507], [-2.72315, 0.89095, -7.10349], [-1.10361, 1.35568, -7.78973], [-0.70375, -1.20868, -7.21007], [-0.77267, -1.49498, -5.32260], [-2.28011, -1.27577, -6.36164], [4.49334, -1.68811, -2.83021], [4.71869, -2.21623, -3.91859], [3.28636, -1.65311, -2.19722], [2.15606, -2.19931, -2.87373], [3.10792, -0.96032, -0.92135], [5.35783, -1.31450, -2.29309], [2.34809, -2.95424, -3.62950], [1.54287, -1.41999, -3.32428], [1.54860, -2.72020, -2.09138], [2.96272, -1.71432, -0.11900], [3.97240, -0.32434, -0.75859], [2.20129, -0.32924, -1.00149], [-1.01026, 3.75077, 3.64779], [0.15441, 3.45565, 3.71934], [-1.61373, 4.10274, 2.45823], [-2.94738, 4.73308, 2.52813], [-0.78829, 4.38932, 1.30778], [-1.76135, 3.64472, 4.50883], [-3.29961, 4.86902, 1.52066], [-3.00386, 5.70467, 2.98029], [-3.61541, 4.03945, 2.97826], [-1.38517, 4.21781, 0.39566], [-0.47469, 5.48139, 1.35613], [0.13421, 3.77750, 1.42192], [2.06098, 3.59699, -3.80835], [1.48901, 4.21121, -4.69722], [2.78232, 2.43780, -4.03854], [2.92573, 1.46535, -2.98187], [2.95768, 1.93678, -5.41170], [1.94306, 3.91191, -2.74223], [3.93708, 1.07271, -2.96153], [2.14829, 0.70983, -3.19918], [2.78946, 1.87556, -2.01178], [2.65541, 2.67036, -6.08841], [3.99972, 1.60395, -5.50977], [2.24203, 1.09108, -5.64330], [-2.11480, -0.37515, 6.80469], [-2.17231, -0.38571, 8.03539], [-1.07888, 0.12531, 6.08819], [-1.11166, 0.20074, 4.64065], [0.00547, 0.72060, 6.76257], [-2.89999, -0.77337, 6.12231], [-1.09339, 1.25793, 4.38306], [-1.98963, -0.21040, 4.18486], [-0.16057, -0.19961, 4.23981], [-0.10497, 1.82228, 6.68436], [0.02415, 0.44316, 7.78641], [0.90778, 0.47354, 6.16363]],
  "forces_ev_per_angstrom": [[-0.948, -1.129, -0.612], [0.225, 0.071, 0.394], [-1.978, -0.017, -2.126], [2.488, 0.495, 2.759], [-0.175, 0.382, 0.419], [0.560, 0.419, 0.078], [-0.306, -0.941, -1.372], [-0.477, -0.087, -0.254], [-0.777, 0.295, 0.260], [-0.216, 0.672, 0.363], [0.372, -0.008, -0.359], [0.946, -0.104, 0.432], [0.131, -0.421, -0.246], [0.355, 0.471, -0.255], [-0.823, 0.435, 1.199], [1.162, -1.525, 1.091], [1.012, -0.800, 0.072], [-0.146, -0.209, -0.271], [-0.065, 0.319, -0.859], [-0.616, -0.072, -0.344], [-0.320, 1.017, -0.223], [0.266, 0.278, 0.598], [-1.078, 0.137, -0.221], [-0.015, 0.462, -0.728], [0.664, 2.232, 1.079], [-0.331, -0.079, -2.118], [-0.241, -2.773, 0.741], [0.205, 1.378, 0.901], [-1.917, 1.444, -1.097], [-0.096, -0.637, 0.113], [-0.623, 0.016, 0.554], [0.585, -0.715, -0.309], [0.075, -0.440, -0.505], [0.714, 0.329, 0.287], [0.427, -0.575, 0.210], [0.724, -0.173, 0.111], [0.522, -2.823, 2.150], [0.286, 1.721, -1.662], [1.682, -0.167, -1.631], [0.336, 1.329, 0.719], [-1.504, -0.243, 0.601], [-0.223, 0.439, -0.203], [-0.035, -0.270, 0.400], [-0.108, -0.549, -0.439], [-0.525, -0.034, -0.340], [-0.316, 0.452, 0.363], [-0.126, 0.242, 0.399], [-0.018, -0.013, -0.297], [-0.898, -0.305, -0.125], [0.104, 0.107, -0.173], [0.323, 0.239, 0.789], [-1.176, -0.409, 1.372], [0.332, -0.387, -1.313], [0.403, -0.236, 0.562], [0.398, 0.063, -0.432], [0.165, -0.212, -0.366], [-0.185, 0.347, -0.276], [-0.224, 0.265, 0.139], [-0.161, 0.958, 0.841], [0.844, -0.355, -1.081], [-0.239, 0.999, -0.468], [0.858, 0.250, 0.843], [0.763, -3.065, -1.780], [-0.960, 0.537, 1.053], [-0.478, 2.110, 0.308], [0.080, -0.121, 0.228], [-0.589, 0.249, 0.086], [0.700, -0.276, -0.354], [0.228, -0.187, -0.308], [-0.572, 0.051, 0.912], [0.093, -0.177, -0.196], [0.151, -0.479, -0.241], [-0.734, 0.499, -0.560], [0.866, 0.063, 0.343], [1.837, -1.260, -0.148], [-1.180, 0.963, 0.052], [-0.869, 1.152, 1.439], [-0.793, 0.082, 0.177], [0.107, -0.664, 0.590], [-1.148, 1.074, -0.208], [0.729, -0.264, -0.549], [0.222, -0.279, -0.051], [0.259, 0.095, -0.186], [0.606, -1.440, -0.920], [-0.366, 0.548, 0.782], [0.341, 0.003, -0.067], [0.055, -0.274, 0.850], [0.687, 0.020, -1.537], [0.101, 0.031, -1.938], [0.430, 0.303, 0.038], [0.323, -0.690, 0.537], [-0.838, 0.060, 0.091], [-0.139, 0.229, 0.027], [-0.196, -0.057, 0.416], [0.144, -0.324, 0.042], [-0.530, -0.045, 0.780], [0.082, 0.095, 1.232], [0.716, 0.618, -1.259], [0.663, -1.543, -1.157], [0.195, 0.322, 1.643], [-0.170, 0.463, 0.026], [-0.368, 0.161, -0.187], [0.146, 1.047, -1.213], [-0.737, 0.675, 0.039], [-0.030, -0.736, 0.666], [0.119, 0.082, -0.007], [0.484, -0.601, 0.635], [-1.131, -0.571, -0.535], [-0.088, -1.665, 0.448], [-0.038, 0.726, -0.229], [-0.189, -1.066, 1.314], [-0.082, 0.167, 0.320], [1.600, 0.289, -1.822], [-0.438, 0.550, 0.668], [-0.211, 0.187, -0.782], [0.145, 0.607, -0.076], [-0.383, -0.281, 0.178], [0.240, -0.645, -0.488], [0.441, 0.269, 0.530], [-0.982, 0.911, 0.002], [0.978, 0.199, -0.072], [-0.598, 0.831, 0.115], [-0.041, -1.657, 0.328], [-1.362, 1.161, 0.516], [-0.298, 1.845, -1.545], [-0.012, 0.155, 0.381], [-0.231, -0.589, 0.233], [0.651, 0.495, -0.088], [0.394, -0.493, -0.837], [-0.099, -0.592, 1.092], [0.155, -0.940, -0.300], [0.341, -0.275, 0.282], [-0.103, -1.182, -0.818], [-0.625, 0.458, 0.610], [1.972, 0.226, -0.573], [-1.898, -0.663, 1.001], [-0.630, -0.611, -0.568], [0.028, 0.628, 0.725], [0.758, 0.180, -0.014], [-0.118, -0.008, -0.011], [0.082, 0.470, -0.620], [0.097, 0.688, -0.192], [0.110, -0.067, 0.278], [0.624, -0.323, 0.182], [-1.984, -0.146, -0.927], [1.110, -0.161, 0.629], [-0.539, 0.618, 1.594], [0.699, -0.705, -0.960], [0.815, 0.667, 0.438], [0.880, 0.282, -0.847], [-0.070, 0.025, -0.533], [0.333, 0.460, 0.553], [-0.683, -0.391, 0.715], [0.654, -0.051, 0.401], [-0.269, -1.076, -0.353], [-0.755, 0.397, -0.560], [-0.305, -1.102, -0.490], [0.343, 0.248, 0.128], [-0.507, 1.500, 0.009], [-0.183, -0.500, -1.016], [-0.574, -1.704, 1.477], [0.434, -0.481, -0.423], [0.091, -0.451, -0.334], [0.619, -0.185, 0.538], [-0.526, 0.734, 0.768], [0.075, 1.490, -1.029], [-0.394, 0.081, -0.299], [0.853, 0.447, 0.585], [-0.016, -0.047, 0.551], [-0.094, -0.030, -1.343], [-1.616, -1.209, -0.117], [1.241, 1.002, 0.424], [1.051, 1.534, -1.576], [0.086, 0.009, 0.474], [0.023, 0.241, -0.236], [-0.333, -0.663, -0.002], [-0.558, -0.177, 0.034], [0.216, -0.243, 0.244], [0.219, -0.429, 0.757], [-0.096, -0.009, 0.831]],
  "homo_ha": -0.32279,
  "total_charge": 0,
  "largest_force_ev_per_a": 3.748,
  "lumo_energy_ev": 0.0,
  "homo_lumo_gap_ev": 8.79
}